(1)
The following is a DFT calculation (ωB97M-V/def2-TZVPD) of C26H24As2AuO as an isolated structure in a non-equilibrium geometry.

```
54
Properties=species:S:1:pos:R:3:mulliken_charge:R:1
Au -0.667 0.221 -0.099 -0.047
C 2.057 -1.738 -2.134 -1.500
C 1.118 -2.728 -1.473 -1.059
As -0.675 -1.996 -1.120 1.233
C -1.075 -1.429 -2.959 0.139
C -0.951 -2.363 -3.989 -0.016
C -1.174 -2.001 -5.308 -0.651
C -1.531 -0.691 -5.609 -0.395
C -1.655 0.239 -4.590 -0.692
C -1.426 -0.115 -3.263 -0.424
C -1.698 -3.693 -1.118 -0.080
C -2.980 -3.751 -1.650 -0.390
C -3.734 -4.912 -1.558 -0.586
C -3.216 -6.035 -0.924 -0.409
C -1.939 -5.982 -0.380 -0.581
C -1.192 -4.817 -0.473 -0.294
As 2.410 -0.090 -1.066 0.417
C 2.754 -0.987 0.654 0.385
C 3.493 -2.164 0.762 -0.084
C 3.718 -2.756 1.995 -0.747
C 3.207 -2.168 3.149 -0.412
C 2.482 -0.990 3.056 -0.652
C 2.255 -0.404 1.815 -0.564
C 4.352 0.012 -1.622 0.050
C 5.415 0.138 -0.733 -0.267
C 6.716 0.323 -1.184 -0.565
C 6.985 0.388 -2.544 -0.390
C 5.934 0.277 -3.447 -0.541
C 4.638 0.100 -2.986 -0.455
H 1.654 -1.402 -3.092 0.546
H 3.017 -2.215 -2.337 0.684
H 1.514 -3.019 -0.502 0.563
H 1.022 -3.636 -2.076 0.650
H -0.681 -3.388 -3.757 0.278
H -1.069 -2.736 -6.098 0.373
H -1.706 -0.401 -6.638 0.352
H -1.923 1.264 -4.817 0.407
H -1.482 0.645 -2.481 0.427
H -3.389 -2.881 -2.153 0.392
H -4.730 -4.941 -1.984 0.372
H -3.803 -6.942 -0.853 0.354
H -1.525 -6.849 0.121 0.380
H -0.199 -4.786 -0.037 0.296
H 3.912 -2.618 -0.131 0.347
H 4.291 -3.673 2.059 0.394
H 3.377 -2.628 4.114 0.361
H 2.079 -0.527 3.948 0.396
H 1.669 0.505 1.739 0.476
H 5.228 0.085 0.335 0.335
H 7.524 0.414 -0.467 0.360
H 7.998 0.530 -2.897 0.355
H 6.123 0.334 -4.512 0.363
H 3.828 0.032 -3.707 0.308
O -1.159 2.018 -0.438 -1.193
```

Properties
Orbital gap   5.54 eV
Strongest force on any atom   1.164 eV Å⁻¹
LUMO energy   2.693 eV
Total energy   -154766.27748 eV
Total charge   -1
Energy relative to the best compared isomer or geometry (same formula, charge and spin)   68.1 kJ/mol

---

(2)
The following is a DFT calculation (ωB97M-V/def2-TZVPD) of C2H3N2P in the gas phase in a non-equilibrium geometry.

```
8
Properties=species:S:1:pos:R:3:mulliken_charge:R:1
C -1.754 0.325 0.017 0.451
C -2.994 0.546 -0.024 -0.704
N -0.565 -0.354 0.038 0.069
N 0.841 -0.280 -0.077 -0.336
P 2.347 0.537 0.001 -0.056
H -0.789 -1.344 0.095 0.236
H 1.115 -1.245 -0.244 0.296
H 1.800 1.814 0.194 0.045
```

Properties
Orbital gap (alpha / beta)   7.86 / 6.65 eV
Strongest force on any atom   3.635 eV Å⁻¹
LUMO energy (alpha / beta)   -1.134 / -1.537 eV
Total energy   -14383.73072 eV
Total charge   0
Energy relative to the best compared isomer or geometry (same formula, charge and spin)   654.5 kJ/mol

---

(3)
The following is a DFT calculation (ωB97M-V/def2-TZVPD) of C5H8N2 in the gas phase.

```
15
Properties=species:S:1:pos:R:3:mulliken_charge:R:1
C 2.426 -0.566 0.137 -0.788
N 1.082 -0.033 0.087 0.684
C 0.700 1.155 -0.438 -0.406
C -0.674 1.146 -0.473 -0.660
C -1.035 -0.101 0.072 0.699
C -2.454 -0.525 0.267 -1.029
N 0.033 -0.820 0.396 -0.926
H 3.128 0.226 0.413 0.297
H 2.718 -0.983 -0.833 0.288
H 2.451 -1.354 0.890 0.285
H 1.430 1.900 -0.727 0.384
H -1.377 1.877 -0.845 0.334
H -3.043 -0.114 -0.561 0.292
H -2.872 -0.105 1.188 0.231
H -2.565 -1.610 0.304 0.317
```

Properties
Orbital gap   9.98 eV
Strongest force on any atom   0.334 eV Å⁻¹
LUMO energy   1.049 eV
Total energy   -8294.47993 eV
Total charge   0
Energy relative to the best compared isomer or geometry (same formula, charge and spin)   49.8 kJ/mol
SMILES   Cc1ccn(C)n1

---

(4)
The following is a DFT calculation (ωB97M-V/def2-TZVPD) of C2F3FeMgNO4S2 as an isolated structure in a non-equilibrium geometry.

```
14
Properties=species:S:1:pos:R:3:mulliken_charge:R:1
O 2.880 -1.274 2.912 -0.352
C 2.701 -0.777 1.833 0.568
O 2.930 0.334 1.320 -0.643
Mg 1.213 -2.169 0.537 1.031
Fe 1.762 1.216 0.064 1.024
N -0.177 -1.049 -0.205 -0.453
S 1.159 -0.688 -1.360 -0.298
S -0.979 0.203 0.316 1.302
O -0.097 1.410 0.520 -0.686
O -1.864 -0.133 1.418 -0.551
C -2.100 0.785 -1.072 0.647
F -1.391 1.337 -2.040 -0.207
F -2.765 -0.251 -1.546 -0.205
F -2.950 1.674 -0.590 -0.178
```

Properties
Orbital gap (alpha / beta)   7.90 / 7.06 eV
Strongest force on any atom   2.602 eV Å⁻¹
LUMO energy (alpha / beta)   -5.583 / -6.647 eV
Total energy   -81400.77252 eV
Total charge   +1
Multiplicity   6
Energy relative to the best compared isomer or geometry (same formula, charge and spin)   4.5 kJ/mol
Expectation value of S²   8.76

---

(5)
The following is a DFT calculation (ωB97M-V/def2-TZVPD) of a 17-piece molecular cluster, H34O17 overall in a non-equilibrium geometry.

```
51
Properties=species:S:1:pos:R:3:mulliken_charge:R:1
O 1.116 3.028 -1.663 -0.615
H 1.265 2.436 -2.376 0.299
H 0.871 2.549 -0.858 0.292
O 2.168 1.767 4.546 -0.634
H 2.376 1.357 3.724 0.303
H 1.165 1.886 4.581 0.315
O -1.768 1.424 1.123 -0.620
H -0.897 1.374 0.970 0.326
H -2.152 0.596 1.464 0.289
O -0.754 -2.096 -0.570 -0.461
H -1.730 -2.231 -0.549 0.220
H -0.577 -1.959 0.357 0.278
O 3.132 -1.635 3.954 -0.602
H 2.894 -1.593 3.117 0.275
H 2.565 -1.273 4.692 0.320
O 2.712 1.782 -4.334 -0.564
H 3.384 1.547 -4.889 0.293
H 2.103 2.384 -4.319 0.273
O -4.352 -2.195 -0.680 -0.608
H -4.303 -2.634 -1.666 0.337
H -5.223 -2.118 -0.639 0.254
O -2.383 4.419 -1.493 -0.594
H -2.776 5.174 -1.006 0.317
H -2.158 4.682 -2.447 0.291
O 1.013 -0.010 -0.095 -0.446
H 1.411 0.667 0.351 0.208
H 1.673 -0.625 -0.419 0.281
O -3.509 3.777 1.018 -0.573
H -2.962 3.118 1.441 0.309
H -4.376 3.431 0.730 0.286
O 5.760 -0.378 -1.858 -0.628
H 6.017 0.189 -1.087 0.321
H 5.199 -0.001 -2.496 0.304
O -0.070 -2.137 -4.374 -0.607
H -0.341 -1.233 -4.052 0.296
H -0.748 -2.799 -4.137 0.322
O 2.230 2.633 1.798 -0.519
H 1.970 3.433 2.174 0.299
H 2.099 2.784 0.895 0.234
O -2.290 -2.952 4.573 -0.555
H -1.679 -2.378 4.632 0.270
H -3.105 -2.798 4.397 0.273
O 2.264 -2.467 -0.641 -0.681
H 1.518 -2.640 -1.312 0.311
H 2.471 -3.283 -0.065 0.310
O -0.599 -3.557 2.221 -0.628
H -0.760 -4.380 1.714 0.322
H -1.537 -3.477 2.568 0.318
O -2.881 -1.580 -3.006 -0.658
H -2.559 -0.958 -2.203 0.353
H -2.887 -1.049 -3.810 0.293
```

Properties
Orbital gap   10.53 eV
Strongest force on any atom   9.810 eV Å⁻¹
LUMO energy   -0.208 eV
Total energy   -35354.74300 eV
Total charge   0
Energy relative to the best compared isomer or geometry (same formula, charge and spin)   701.3 kJ/mol

---

(6)
The following is a DFT calculation (ωB97M-V/def2-TZVPD) of C9H9CuN3SSe3Te as an isolated structure.

```
27
Properties=species:S:1:pos:R:3:mulliken_charge:R:1
Cu 0.010 -0.097 0.042 -0.065
Se 2.023 -1.222 -0.056 -0.243
Se 3.252 0.316 1.155 -0.183
Te 2.334 0.193 3.505 0.188
Se -0.005 -0.138 3.195 -0.263
C -4.388 -0.044 2.194 -0.924
N -3.443 1.056 2.115 0.130
C -3.394 2.136 2.972 -0.473
C -2.353 2.890 2.604 -0.313
N -1.752 2.276 1.502 0.398
C -2.444 1.118 1.204 -0.076
S -2.274 -0.047 -0.006 -0.283
C -0.569 2.792 0.893 0.904
C -0.114 4.062 1.240 -0.612
C 1.001 4.557 0.593 -0.592
C 1.630 3.788 -0.373 -0.607
C 1.126 2.529 -0.619 -0.362
N 0.051 2.036 0.005 -0.051
H -4.987 0.091 3.091 0.316
H -3.846 -0.986 2.243 0.366
H -5.029 -0.059 1.315 0.331
H -4.089 2.259 3.783 0.440
H -1.983 3.791 3.048 0.335
H -0.607 4.662 1.987 0.253
H 1.373 5.541 0.847 0.415
H 2.495 4.147 -0.911 0.412
H 1.597 1.857 -1.328 0.559
```

Properties
Orbital gap (alpha / beta)   7.05 / 5.44 eV
Strongest force on any atom   0.296 eV Å⁻¹
LUMO energy (alpha / beta)   0.052 / -1.604 eV
Total energy   -272758.26375 eV
Total charge   0
Multiplicity   2
Expectation value of S²   0.76